{"formula": "H5O3", "method": "the ωB97M-V functional and the def2-TZVPD basis", "e_above_lowest_kcal_mol": 12.7, "max_force_ev_per_a": 1.173, "s2": 0.760, "homo_ev": [-11.65, -11.65], "gap_ev": [12.649, 8.430], "spin_multiplicity": 2, "charge": 0, "elements": ["O", "H", "O", "H", "H", "O", "H", "H"], "xyz": [[-1.844430, -1.785906, 4.070296], [-1.264831, -1.835904, 4.852426], [1.995609, 3.985502, -6.427110], [2.090122, 3.805691, -7.373348], [1.027211, 4.100974, -6.392095], [-0.201311, -2.499778, 2.671942], [-1.043048, -2.379963, 3.437715], [-0.054478, -1.555166, 2.505298]], "forces_ev_per_angstrom": [[0.72, -0.24, 0.37], [-0.43, 0.34, 0.31], [-1.00, 0.00, -0.62], [0.44, -0.02, 0.19], [0.56, 0.01, 0.43], [-0.17, 0.54, 0.50], [-0.41, -0.52, -0.81], [0.29, -0.12, -0.36]], "mulliken_spin": [0.5728, -0.0166, 0.0000, 0.0000, 0.0000, 0.5070, -0.0456, -0.0176]}

{"formula": "C22H21N6O4ReS2", "method": "the ωB97M-V functional and the def2-TZVPD basis", "max_force_ev_per_a": 4.144, "s2": 0.792, "homo_ev": [-10.55, -10.55], "gap_ev": [5.508, 6.079], "spin_multiplicity": 2, "charge": 1, "elements": ["Re", "C", "C", "C", "C", "C", "C", "C", "C", "C", "S", "C", "N", "H", "H", "H", "H", "H", "H", "H", "H", "N", "C", "C", "O", "O", "H", "H", "H", "H", "N", "C", "C", "C", "C", "C", "C", "S", "O", "O", "N", "C", "N", "C", "C", "C", "N", "H", "H", "H", "H", "H", "H", "H", "H", "H"], "xyz": [[0.433220, 0.287304, 1.090948], [0.957520, -3.079496, 0.989448], [0.096320, -2.666196, 2.130248], [-0.335080, -3.682496, 3.003448], [-1.148680, -3.407796, 4.063648], [-1.558180, -2.076896, 4.273048], [-2.401280, -1.720296, 5.344848], [-2.753980, -0.410396, 5.554348], [-2.281780, 0.574804, 4.695248], [-1.467780, 0.254704, 3.618448], [-0.934480, 1.517504, 2.557748], [-1.070580, -1.085196, 3.377948], [-0.236480, -1.383596, 2.319848], [0.594920, -4.012996, 0.566548], [1.979020, -3.252596, 1.328448], [0.968920, -2.322596, 0.212148], [-0.006780, -4.692796, 2.818348], [-1.478680, -4.179596, 4.740948], [-2.755280, -2.496396, 6.004748], [-3.388880, -0.140096, 6.383248], [-2.532080, 1.610304, 4.862448], [2.355320, 0.593604, 2.175348], [3.469820, 0.004304, 1.407548], [3.071120, -0.090896, -0.103852], [3.888520, 0.120804, -0.964552], [1.848520, -0.423396, -0.283252], [2.410720, 1.611704, 2.083748], [2.462520, 0.380304, 3.167048], [3.653220, -1.016096, 1.753648], [4.387620, 0.589204, 1.491648], [1.100320, 4.182904, -6.032352], [0.755120, 3.587104, -4.871352], [-0.542680, 3.077604, -4.682952], [-0.914480, 2.533804, -3.476452], [0.020820, 2.437304, -2.454652], [1.312620, 2.913004, -2.622752], [1.678820, 3.490804, -3.815952], [-0.474180, 2.019104, -0.802052], [-1.550080, 2.875204, -0.426652], [0.729620, 2.137304, 0.058948], [-0.879380, 0.441904, -0.467352], [-1.151780, -0.482596, -1.384152], [-1.101380, -1.765996, -0.993852], [-1.319280, -2.698196, -1.891852], [-1.624080, -2.410296, -3.216352], [-1.710780, -1.058596, -3.520252], [-1.471880, -0.119696, -2.630752], [0.428120, 4.294804, -6.770352], [2.006820, 4.604704, -6.136952], [-1.263580, 3.168504, -5.479552], [-1.922580, 2.196404, -3.310052], [2.004620, 2.858104, -1.798452], [2.665120, 3.913304, -3.931052], [-1.249780, -3.719796, -1.543952], [-1.783380, -3.180496, -3.952252], [-1.969980, -0.700896, -4.510052]], "forces_ev_per_angstrom": [[-1.31, 0.78, 0.39], [0.09, 0.39, -0.20], [-0.04, 0.07, 0.03], [-0.30, -0.02, 0.36], [0.21, 0.18, -0.33], [0.24, 0.23, -0.31], [-0.04, 0.34, 0.00], [-0.04, -0.53, 0.16], [0.47, 0.01, -0.61], [-0.11, -0.32, 0.39], [1.30, -0.69, -0.86], [-0.47, 0.05, 0.64], [0.15, -0.10, -0.15], [-0.04, -0.06, 0.03], [0.11, -0.02, 0.08], [0.05, -0.21, 0.00], [0.05, -0.07, -0.10], [-0.04, -0.14, 0.05], [-0.04, -0.11, 0.07], [-0.06, 0.01, 0.07], [-0.09, 0.13, -0.01], [-0.11, 0.28, -0.40], [0.27, -0.15, -0.86], [2.25, 0.64, 0.66], [-0.19, -0.17, 0.17], [-2.52, 0.11, 0.76], [0.14, -0.21, 0.29], [-0.30, -0.04, -0.20], [-0.03, 0.12, 0.04], [-0.13, -0.11, 0.06], [0.11, 0.08, -0.30], [0.07, -0.09, 0.43], [0.01, 0.01, 0.23], [-0.17, 0.24, -0.19], [0.09, -0.36, 0.99], [0.14, -0.05, 0.05], [-0.15, 0.03, -0.08], [-1.49, 1.21, -2.14], [-0.20, -0.21, -0.01], [0.83, -0.60, 0.87], [2.20, 1.37, 1.92], [-1.11, -2.83, -2.82], [0.33, 0.83, 1.03], [-0.21, -0.14, -0.73], [0.03, 0.24, 0.15], [0.05, -0.57, -0.18], [-0.02, 0.78, 0.95], [0.11, 0.04, 0.03], [-0.13, -0.04, -0.07], [-0.13, -0.02, -0.10], [-0.09, 0.01, -0.08], [0.19, 0.00, -0.03], [0.14, -0.04, -0.02], [-0.01, -0.14, 0.01], [-0.05, -0.04, -0.03], [-0.01, -0.12, -0.08]], "mulliken_spin": [1.0590, 0.0287, -0.0133, 0.0006, -0.0027, 0.0113, -0.0270, 0.0115, -0.0200, 0.0084, -0.1429, -0.0105, 0.0238, 0.0003, 0.0031, -0.0018, -0.0001, 0.0000, -0.0011, 0.0001, 0.0004, -0.0075, 0.0023, 0.0102, 0.0189, 0.0426, 0.0015, 0.0020, -0.0008, -0.0005, -0.0001, -0.0001, 0.0002, 0.0003, 0.0007, 0.0012, 0.0001, 0.0052, -0.0002, 0.0146, -0.0199, -0.0089, 0.0067, 0.0004, 0.0032, -0.0012, 0.0026, 0.0000, 0.0000, 0.0000, -0.0001, -0.0020, 0.0000, 0.0003, 0.0003, -0.0001]}